[1]
The following is a quantum chemistry calculation of an isolated ion of composition C2H3ClO2P and charge -1 in a non-equilibrium geometry, from the Open Molecules 2025 dataset.

Each line ends with the natural charge from an NBO analysis.
Positions of all 9 atoms, in Å:
C: 0.21332 0.32463 0.27336  -0.437
C: -0.81702 -0.36736 -0.13560  -0.486
P: -2.67616 0.55376 -0.04870  2.070
O: -3.00405 1.18689 -1.37480  -1.138
O: -2.73039 1.22101 1.27532  -1.142
Cl: -3.81184 -1.17490 0.00568  -0.438
H: 1.31936 -0.01713 0.44536  0.156
H: 0.22895 1.31212 0.76892  0.203
H: -0.98959 -1.33768 -0.63767  0.211

Computed properties:
- 2S+1 = 1
- total charge = -1
- E_HOMO (Ha) = -0.187
- relative energy (zero: lowest compared OMol25 entry of this formula, charge and spin) (kJ/mol) = 94.0
- HOMO-LUMO gap (eV) = 8.958

[2]
The following is a quantum chemistry calculation of a 3-piece molecular cluster, C2H4N4O2 overall in a non-equilibrium geometry, from the Open Molecules 2025 dataset.

Each line ends with the natural charge from an NBO analysis.
Positions of all 12 atoms, in Å:
C: 0.84189 -0.31154 -0.00550  0.558
C: -1.58611 -0.31763 -0.07165  0.866
H: 1.00782 2.03250 -0.19569  0.409
H: -1.14841 2.49754 1.14156  0.338
H: 2.50140 -0.77642 -0.50540  0.364
H: 0.76445 -2.27675 -0.19995  0.354
N: -0.44308 1.83758 -0.06405  -0.635
N: -0.40936 0.38982 0.22070  -0.383
N: 2.02813 0.07723 -0.30035  -0.704
N: 0.18387 -1.54143 0.35810  -0.301
O: -1.04905 -1.54960 -0.07566  -0.339
O: -2.69155 -0.06131 -0.30211  -0.527

Computed properties:
- 2S+1 = 1
- E_HOMO (Ha) = -0.345
- relative energy (zero: lowest compared OMol25 entry of this formula, charge and spin) (kJ/mol) = 678.6
- HOMO-LUMO gap (eV) = 9.186

[3]
The following is a quantum chemistry calculation of C6H9NO as an isolated structure in a non-equilibrium geometry, from the Open Molecules 2025 dataset.

Each line ends with the natural charge from an NBO analysis.
Positions of all 17 atoms, in Å:
C: -1.80146 -0.23685 0.09044  0.676
C: -1.48631 1.28687 0.24105  -0.505
C: -0.20882 0.71188 -0.62453  -0.043
C: 1.16210 0.68229 -0.03393  -0.440
C: 1.28369 -0.66441 0.61549  -0.429
C: 0.34987 -1.51936 -0.30474  -0.227
H: -1.29007 1.68044 1.30148  0.244
H: -2.04192 2.16000 -0.36327  0.242
H: -0.03951 0.99466 -1.73607  0.195
H: 2.10287 0.60151 -0.75425  0.215
H: 1.50452 1.40284 0.79622  0.232
H: 2.23821 -0.88532 0.86710  0.225
H: 1.05499 -0.74148 1.76728  0.201
H: 0.66225 -1.40734 -1.40863  0.203
H: 0.00771 -2.53612 -0.11430  0.244
N: -0.70353 -0.56573 -0.56567  -0.452
O: -2.79459 -0.96388 0.22633  -0.583

Computed properties:
- 2S+1 = 1
- E_HOMO (Ha) = -0.343
- relative energy (zero: lowest compared OMol25 entry of this formula, charge and spin) (kJ/mol) = 323.6
- HOMO-LUMO gap (eV) = 10.202

[4]
The following is a quantum chemistry calculation of one molecule with the formula C21H23N3O4 in a non-equilibrium geometry, from the Open Molecules 2025 dataset.

Each line ends with the natural charge from an NBO analysis.
Positions of all 51 atoms, in Å:
O: -3.06021 -0.31708 1.60082  -0.580
C: -3.69824 0.06056 0.63745  0.579
C: -4.61352 -0.83904 -0.15533  -0.533
C: -4.48830 -2.33352 0.16028  -0.379
C: -3.03534 -2.82467 0.20731  -0.516
C: -2.22431 -2.28915 -0.95694  0.696
O: -2.73122 -1.99149 -2.02376  -0.649
N: -0.88264 -2.15022 -0.77171  -0.444
C: -0.13839 -2.37385 0.44431  -0.225
C: 0.16239 -1.02640 1.12906  -0.234
N: 0.90111 -0.18520 0.21001  -0.442
C: 2.26139 -0.06369 0.27139  0.316
C: 2.92136 -0.04737 1.51734  -0.306
C: 4.27935 0.12021 1.60519  -0.137
C: 5.04041 0.27907 0.44762  -0.047
N: 6.44950 0.44514 0.53592  0.528
O: 7.07075 0.61656 -0.49847  -0.395
O: 6.96127 0.40692 1.64124  -0.395
C: 4.41199 0.27677 -0.79544  -0.132
C: 3.05187 0.11042 -0.88177  -0.322
C: 0.15755 0.01530 -1.01518  -0.227
C: -0.14001 -1.32486 -1.70422  -0.243
C: -3.56328 1.46001 0.15048  -0.104
C: -2.52622 2.23171 0.67865  -0.194
C: -2.31955 3.52885 0.25279  -0.205
C: -3.15784 4.08165 -0.70159  -0.186
C: -4.20079 3.33155 -1.22190  -0.219
C: -4.40361 2.02883 -0.80569  -0.184
H: -4.39520 -0.68916 -1.21430  0.263
H: -5.64298 -0.51771 0.02368  0.238
H: -4.94633 -2.54908 1.12725  0.213
H: -5.03656 -2.87896 -0.60904  0.221
H: -3.01909 -3.91668 0.17496  0.236
H: -2.60235 -2.49601 1.14871  0.239
H: 0.81089 -2.85287 0.17328  0.201
H: -0.67178 -3.03804 1.11966  0.222
H: -0.78229 -0.53841 1.38921  0.228
H: 0.72873 -1.20593 2.03912  0.214
H: 2.35437 -0.13452 2.42993  0.217
H: 4.77592 0.14235 2.56303  0.246
H: 5.01333 0.39293 -1.68408  0.246
H: 2.60320 0.08883 -1.86120  0.217
H: -0.79756 0.48231 -0.74601  0.210
H: 0.68588 0.69687 -1.67858  0.217
H: 0.79026 -1.83179 -1.97856  0.195
H: -0.75473 -1.17792 -2.59289  0.254
H: -1.88742 1.79346 1.43196  0.232
H: -1.50834 4.10948 0.66590  0.217
H: -3.00234 5.09620 -1.03682  0.217
H: -4.85972 3.76542 -1.95923  0.218
H: -5.22390 1.46567 -1.22135  0.218

Computed properties:
- 2S+1 = 1
- E_HOMO (Ha) = -0.298
- relative energy (zero: lowest compared OMol25 entry of this formula, charge and spin) (kJ/mol) = 419.7
- HOMO-LUMO gap (eV) = 7.994

[5]
The following is a quantum chemistry calculation of C5H9N3O as an isolated structure in a non-equilibrium geometry, from the Open Molecules 2025 dataset.

Each line ends with the natural charge from an NBO analysis.
Positions of all 18 atoms, in Å:
C: 1.37374 -1.04636 -0.35529  -0.319
C: -1.20672 1.33237 -1.73897  -0.419
C: 0.33308 -1.30721 1.92655  -0.416
N: -0.33199 0.66387 -0.79798  -0.481
N: 0.71441 -0.44736 0.82025  -0.485
C: 0.01221 1.07364 0.39368  0.734
C: -0.02036 -0.81184 -0.84182  0.696
N: -0.32867 1.95003 1.20405  -0.805
O: -0.77879 -1.60760 -1.38442  -0.606
H: 0.04371 2.88327 1.06170  0.401
H: 1.59774 -2.10625 -0.23736  0.227
H: 2.19146 -0.46736 -0.78372  0.204
H: -1.91757 1.97662 -1.21844  0.219
H: -1.77329 0.57835 -2.28884  0.242
H: -0.60560 1.91825 -2.43688  0.202
H: 1.19077 -1.88030 2.29036  0.196
H: -0.02733 -0.70837 2.76652  0.224
H: -0.46680 -1.99373 1.62060  0.186

Computed properties:
- 2S+1 = 1
- E_HOMO (Ha) = -0.306
- relative energy (zero: lowest compared OMol25 entry of this formula, charge and spin) (kJ/mol) = 389.0
- HOMO-LUMO gap (eV) = 9.086

[6]
The following is a quantum chemistry calculation of an isolated ion of composition C6H2F2IN4O4 and charge +1 in a non-equilibrium geometry, from the Open Molecules 2025 dataset.

Each line ends with the natural charge from an NBO analysis.
Positions of all 19 atoms, in Å:
O: -0.79195 -2.65128 -3.59469  -0.127
N: 0.00704 -3.04466 -2.88110  0.458
O: -0.53123 -3.07784 -1.49373  -0.441
C: -0.23490 -1.93672 -0.82007  0.452
C: -1.33782 -1.30558 -0.20611  -0.122
C: -1.00397 -0.11644 0.44458  -0.192
C: 0.35268 0.22040 0.36185  0.366
N: 0.78579 1.46792 0.97237  -0.547
C: 0.40852 2.55275 0.10238  0.959
O: 0.89057 2.61541 -0.98006  -0.502
F: -0.42828 3.48399 0.51708  -0.270
C: 0.29694 1.58730 2.33758  0.941
O: 1.02109 1.32124 3.23299  -0.437
F: -0.94525 1.99735 2.59716  -0.289
N: 1.30679 -0.47313 -0.21716  -0.211
I: 3.29363 0.14197 -0.25232  0.580
N: 1.02069 -1.59369 -0.83383  -0.193
H: -2.35463 -1.68517 -0.22246  0.286
H: -1.75571 0.49622 0.93557  0.287

Computed properties:
- 2S+1 = 1
- total charge = +1
- E_HOMO (Ha) = -0.532
- HOMO-LUMO gap (eV) = 8.667

- Which value of 2S+1 does entry 1 give?
  1

- What is the formula in the fifth record?
  C5H9N3O